# C75H112Br3N13O3

A 11-piece molecular cluster, C75H112Br3N13O3 overall at a distorted geometry (wB97M-V/def2-TZVPD, the Open Molecules 2025 dataset).

Structure (XYZ):
```
206
C75H112Br3N13O3 (wB97M-V/def2-TZVPD)
C 7.20 14.72 26.46
N 6.87 13.24 26.34
C 8.14 12.44 26.67
C 5.78 12.89 27.29
C 6.30 12.92 24.89
C 7.40 12.95 23.83
O 7.98 14.23 23.62
H 7.84 14.96 25.63
H 7.71 14.89 27.42
H 6.22 15.30 26.46
H 8.29 12.60 27.79
H 8.93 12.92 26.15
H 7.99 11.39 26.42
H 5.92 13.18 28.35
H 5.56 11.84 27.26
H 4.89 13.35 26.94
H 5.55 13.65 24.72
H 5.82 11.90 24.93
H 6.94 12.53 22.94
H 8.19 12.19 24.00
H 8.04 14.43 22.72
C 4.58 26.04 34.08
N 5.48 26.71 33.08
C 6.08 25.62 32.20
C 4.72 27.69 32.20
C 6.59 27.48 33.84
C 7.45 28.41 32.98
O 8.07 27.57 31.97
H 5.17 25.40 34.73
H 3.99 25.39 33.48
H 4.04 26.78 34.63
H 5.28 24.98 31.87
H 6.66 24.99 32.84
H 6.67 25.94 31.37
H 4.44 28.59 32.80
H 3.85 27.10 31.99
H 5.26 27.87 31.29
H 7.16 26.68 34.29
H 6.13 28.09 34.65
H 8.23 28.82 33.60
H 6.81 29.19 32.63
H 8.82 28.11 31.59
C 15.66 19.71 20.00
N 15.10 19.34 21.45
C 15.46 17.90 21.58
C 15.85 20.10 22.47
C 13.54 19.42 21.60
C 12.89 20.71 21.00
O 13.37 21.88 21.66
H 15.01 19.21 19.28
H 16.68 19.31 19.88
H 15.47 20.76 19.82
H 14.95 17.62 22.51
H 16.52 17.81 21.75
H 15.15 17.35 20.72
H 15.60 19.75 23.50
H 15.47 21.16 22.43
H 16.90 20.04 22.49
H 13.34 19.46 22.68
H 13.16 18.48 21.20
H 11.84 20.51 21.31
H 13.11 20.77 19.99
H 12.63 22.17 22.20
C 16.99 22.23 28.87
N 17.78 22.34 30.12
C 18.78 21.41 30.28
C 19.49 21.35 31.41
C 19.12 22.22 32.50
C 18.14 23.17 32.28
C 17.50 23.21 31.07
C 19.71 21.96 33.81
C 21.10 21.76 33.91
C 21.58 21.47 35.15
N 20.71 21.38 36.26
C 19.39 21.52 36.12
C 18.83 21.83 34.88
C 21.37 21.16 37.58
H 16.53 23.24 28.63
H 16.21 21.50 29.01
H 17.70 22.03 28.07
H 19.03 20.76 29.48
H 20.19 20.56 31.59
H 17.76 23.90 32.99
H 16.66 23.94 30.79
H 21.71 21.80 33.05
H 22.54 21.22 35.49
H 18.80 21.16 36.94
H 17.74 21.89 34.75
H 20.72 20.77 38.31
H 21.83 22.13 37.83
H 22.11 20.40 37.41
C 18.33 30.45 4.07
N 18.26 31.24 5.33
C 18.20 30.57 6.45
C 18.10 31.15 7.66
C 18.17 32.56 7.75
C 18.20 33.30 6.55
C 18.23 32.60 5.39
C 18.02 33.26 9.05
C 18.79 34.40 9.24
C 18.78 34.98 10.50
N 18.04 34.49 11.56
C 17.38 33.31 11.35
C 17.39 32.66 10.13
C 18.07 35.04 12.95
H 17.74 29.50 4.18
H 19.37 30.21 4.08
H 18.11 30.99 3.13
H 18.13 29.49 6.34
H 18.01 30.60 8.57
H 18.17 34.37 6.54
H 18.38 33.02 4.44
H 19.44 34.92 8.54
H 19.33 35.90 10.74
H 16.73 32.87 12.11
H 16.90 31.73 10.12
H 17.02 35.13 13.15
H 18.61 35.93 12.80
H 18.67 34.38 13.56
C 4.18 33.89 20.36
N 5.03 32.86 19.71
C 4.68 32.27 18.56
C 5.54 31.37 18.00
C 6.76 31.04 18.57
C 7.04 31.60 19.82
C 6.14 32.48 20.39
C 7.62 29.98 17.90
C 7.14 29.25 16.82
C 7.93 28.30 16.21
N 9.18 28.01 16.69
C 9.62 28.71 17.71
C 8.89 29.71 18.29
C 10.09 26.99 16.10
H 3.19 33.76 20.00
H 4.61 34.85 20.16
H 4.18 33.68 21.45
H 3.71 32.55 18.15
H 5.28 30.98 17.05
H 8.04 31.46 20.30
H 6.31 33.02 21.32
H 6.21 29.41 16.38
H 7.63 27.70 15.39
H 10.60 28.48 18.07
H 9.34 30.35 19.06
H 11.12 27.41 16.20
H 9.88 26.88 15.05
H 10.03 26.09 16.67
C 19.84 9.88 23.05
N 19.74 8.40 23.33
C 19.46 7.50 22.36
C 19.25 6.15 22.68
C 19.46 5.73 24.01
C 19.74 6.66 24.99
C 19.90 7.98 24.63
C 19.12 4.42 24.52
C 17.92 3.84 24.08
C 17.14 3.25 25.05
N 17.57 3.11 26.32
C 18.89 3.26 26.58
C 19.71 3.93 25.70
C 16.61 2.85 27.44
H 20.63 10.23 23.73
H 18.89 10.32 23.31
H 20.14 10.03 22.04
H 19.39 7.96 21.40
H 18.91 5.49 21.88
H 19.89 6.41 26.05
H 20.04 8.74 25.35
H 17.55 4.14 23.08
H 16.12 3.00 24.91
H 19.17 2.97 27.59
H 20.78 4.13 25.85
H 15.69 2.63 26.95
H 16.50 3.81 27.96
H 16.96 2.07 28.14
C 7.10 7.39 6.87
N 7.71 8.46 7.76
C 7.05 8.77 8.91
C 7.51 9.78 9.71
C 8.56 10.56 9.34
C 9.13 10.31 8.12
C 8.78 9.23 7.40
C 9.13 11.62 10.18
C 9.62 12.78 9.58
C 10.10 13.83 10.29
N 9.91 13.80 11.67
C 9.30 12.76 12.28
C 8.83 11.74 11.52
C 10.45 14.97 12.44
H 7.90 6.87 6.37
H 6.35 7.88 6.24
H 6.63 6.72 7.58
H 6.21 8.12 9.11
H 6.94 9.94 10.65
H 9.87 10.92 7.71
H 9.23 8.97 6.37
H 9.55 12.90 8.52
H 10.51 14.72 9.84
H 9.02 12.82 13.32
H 8.42 10.88 12.04
H 9.76 15.82 12.47
H 11.40 15.23 11.99
H 10.74 14.60 13.40
Br 8.46 25.13 19.83
Br 11.49 19.36 24.95
Br 10.93 19.42 18.59
```

Computed properties:
HOMO energy, Eh: -0.53362
HOMO-LUMO gap, eV: 1.0
Calculated total energy, eV: -315123.530
Molecular weight, g/mol: 1483.5
Total charge: +10